Below is a 9-piece molecular cluster, C43H91F3N8O5S overall, with properties calculated with ωB97M-V/def2-TZVPD.

Summary:
**ΔE to the lowest compared entry with this formula, charge and spin**: 14.6 kcal/mol
**Gap between HOMO and LUMO**: 8.15 eV
**DFT total energy**: -3204.92439 Eh

```
151
Properties=species:S:1:pos:R:3:forces:R:3
C -0.132434 -3.110596 -1.712275 0.87 -1.86 -0.68
O 0.795097 -2.875643 -0.677190 -0.51 1.00 0.32
C 1.294080 -4.004392 -0.040240 -0.04 0.21 0.50
C 2.456441 -3.574044 0.847096 0.35 -0.40 0.04
N 2.096051 -2.513889 1.844962 0.10 -0.41 -0.85
H 1.691068 -1.696218 1.339437 -0.32 -0.20 0.02
H 1.353253 -2.867521 2.453082 0.06 0.22 0.25
C 3.248750 -2.057919 2.660944 0.24 0.63 0.30
C 2.730255 -1.259576 3.849883 0.01 -0.54 -0.05
O 1.648451 -1.994402 4.377855 0.17 -0.30 0.36
C 1.231493 -1.490547 5.636664 -0.31 0.21 0.15
H -0.981123 -3.740016 -1.424736 -0.05 0.33 0.36
H 0.440967 -3.732501 -2.417949 -0.42 0.11 -0.46
H -0.483783 -2.233472 -2.243791 0.29 0.43 0.54
H 1.634669 -4.775067 -0.743504 0.15 0.08 -0.04
H 0.539649 -4.474061 0.611544 -0.19 0.00 -0.15
H 3.321687 -3.214090 0.293700 -0.20 0.17 -0.25
H 2.784346 -4.455846 1.401832 0.00 0.08 0.15
H 3.863913 -1.370500 2.081615 -0.08 -0.21 -0.37
H 3.857501 -2.915788 2.936448 -0.21 -0.14 0.18
H 2.431625 -0.258806 3.520566 -0.17 0.02 0.08
H 3.521687 -1.152587 4.598911 0.09 0.06 -0.11
H 0.935112 -0.448833 5.494988 -0.10 0.02 0.32
H 1.994347 -1.574470 6.418377 0.36 0.11 -0.31
H 0.389222 -2.068035 6.010771 -0.16 0.02 -0.42
C 0.779248 1.557534 -0.794149 0.87 -1.42 0.41
F 1.115400 2.826075 -0.676813 -0.36 0.48 -0.24
F -0.506828 1.380946 -1.050922 -0.37 0.46 0.72
F 1.393747 1.023054 -1.851964 0.64 0.17 -0.27
S 1.375591 0.646676 0.764915 -0.58 0.39 0.49
O 2.767459 0.284405 0.543037 -0.37 0.27 -0.17
O 1.171220 1.589321 1.856254 0.04 0.20 -0.38
O 0.478479 -0.499537 0.853401 0.20 0.06 -0.22
C 7.661734 2.238499 -0.477247 -0.69 -0.04 0.87
C 6.509178 2.224275 -1.471645 0.24 -0.26 -0.08
N 5.660354 3.401278 -1.379737 -0.25 -0.54 0.03
C 6.299271 4.564246 -2.009035 -0.50 0.20 0.97
C 5.568152 5.838881 -1.602585 -0.72 0.27 -0.05
C 4.284298 3.155935 -1.871123 1.04 0.42 -0.26
C 4.193246 3.026090 -3.384444 -1.21 -0.43 -0.68
H 7.921039 1.221523 -0.175999 0.50 -0.02 -0.53
H 7.294073 2.646558 0.470475 0.08 0.37 -0.16
H 8.505595 2.823443 -0.832718 0.19 -0.20 0.13
H 6.954084 2.067217 -2.468279 -0.27 0.07 -0.19
H 5.891631 1.345325 -1.277740 -0.06 0.11 0.04
H 7.300131 4.624548 -1.582546 0.19 -0.12 -0.38
H 6.315522 4.443865 -3.095782 0.38 0.13 -0.10
H 6.014657 6.789063 -1.899471 0.40 -0.27 -0.22
H 4.561692 5.855615 -2.029405 0.01 0.00 -0.02
H 5.434112 5.889547 -0.520617 0.12 -0.19 0.03
H 3.693558 3.968859 -1.451969 -0.31 0.05 -0.41
H 3.845379 2.239371 -1.472952 0.46 -0.06 0.43
H 4.728590 2.174441 -3.813234 0.36 0.02 0.42
H 4.438513 3.888213 -4.003688 0.05 0.22 0.33
H 3.151202 2.766917 -3.611538 -0.02 0.24 -0.09
C -3.980336 -6.776580 2.421174 0.68 -0.23 -0.20
C -4.373134 -5.345505 2.183869 0.13 1.14 -0.64
N -3.395256 -4.596563 1.377126 0.53 -0.54 -0.22
C -3.595012 -3.162468 1.493276 -0.70 0.46 1.40
C -2.571333 -2.266672 0.826615 0.31 0.02 -0.31
C -3.350009 -5.057669 -0.013808 0.27 0.66 0.07
C -4.527142 -4.597530 -0.895799 0.25 -0.74 0.00
H -4.702559 -7.268632 3.069256 0.09 -0.14 0.00
H -2.969266 -6.828011 2.835085 -0.20 0.13 0.45
H -3.857490 -7.338609 1.493911 -0.54 -0.03 -0.06
H -5.349816 -5.262546 1.682800 -0.19 -0.24 0.24
H -4.450563 -4.781545 3.116375 -0.08 -0.28 0.14
H -4.642791 -2.888176 1.284134 0.07 0.15 -0.74
H -3.592426 -2.927852 2.565602 0.41 -0.17 0.06
H -2.628563 -1.210445 1.095064 -0.67 -0.06 0.09
H -1.555644 -2.505335 1.154005 0.00 -0.44 -0.27
H -2.638214 -2.307834 -0.262517 0.21 -0.08 -0.03
H -3.142398 -6.126368 -0.041401 -0.60 -0.16 0.09
H -2.421187 -4.677081 -0.452546 -0.18 0.30 0.00
H -4.390076 -5.063723 -1.873882 -0.06 0.35 -0.17
H -4.555206 -3.512382 -0.968668 0.11 0.00 -0.22
H -5.515919 -4.912059 -0.558642 0.10 -0.12 0.26
C -1.648643 0.169688 -3.959108 0.53 -0.10 0.15
C -2.678893 -0.775966 -3.348626 0.61 0.16 -0.50
N -3.923112 -0.736042 -4.108010 -0.89 -0.52 0.07
C -3.777921 -1.553349 -5.325344 -0.32 0.70 -0.12
C -4.984059 -1.450681 -6.257459 0.36 0.64 -0.03
C -5.064615 -1.207367 -3.311417 0.72 0.11 1.12
C -5.378786 -0.240627 -2.181551 -0.44 0.66 -0.15
H -1.272939 -0.210244 -4.909357 0.05 0.07 0.00
H -0.802166 0.270401 -3.276997 0.12 -0.14 -0.13
H -2.011821 1.183847 -4.123881 -0.37 -0.12 0.06
H -2.272865 -1.801471 -3.360856 0.02 -0.09 -0.07
H -2.743931 -0.543441 -2.285687 -0.69 0.21 -0.09
H -2.947969 -1.132323 -5.893243 0.25 -0.29 0.16
H -3.567712 -2.598039 -5.057922 0.11 -0.11 -0.07
H -5.158475 -0.393445 -6.476372 -0.15 0.03 0.26
H -4.744919 -1.864781 -7.237232 -0.15 -0.48 0.17
H -5.888432 -1.869429 -5.827257 -0.05 -0.21 -0.29
H -4.834050 -2.174672 -2.831750 0.00 -0.23 -0.29
H -5.974047 -1.340415 -3.888647 0.18 0.08 -0.33
H -4.568848 -0.069099 -1.474208 0.06 -0.27 0.01
H -6.259712 -0.567815 -1.625272 0.07 -0.07 0.04
H -5.610731 0.741339 -2.605324 -0.04 -0.03 0.01
C -3.074539 3.786176 -2.358755 -0.80 -0.41 0.48
C -2.892020 3.140802 -0.974011 1.10 0.81 -0.57
N -3.581469 3.852788 0.091403 -0.16 -0.13 -0.33
C -5.013869 3.693143 -0.064728 -0.87 0.19 0.21
C -5.876569 4.637067 0.788059 0.03 -0.33 0.02
C -3.151827 3.431079 1.415516 -0.79 -1.12 0.21
C -1.765709 3.824811 1.801052 1.04 0.97 0.92
H -3.051597 4.870318 -2.254055 0.06 0.01 -0.06
H -4.043886 3.487313 -2.762560 0.09 0.18 -0.32
H -2.294653 3.462434 -3.045120 0.01 -0.04 0.00
H -3.104755 2.062375 -1.013092 -0.22 -0.06 0.13
H -1.820260 3.242712 -0.819635 -0.04 -0.15 0.53
H -5.344077 2.661080 0.149690 0.18 -0.14 0.10
H -5.313563 3.846819 -1.101261 0.37 0.16 -0.08
H -5.497694 5.658367 0.800568 0.10 -0.02 -0.09
H -5.971403 4.285778 1.816432 0.09 0.09 0.03
H -6.888014 4.647191 0.378717 0.00 0.06 -0.01
H -3.881884 3.800290 2.138794 0.25 0.44 0.00
H -3.279032 2.338760 1.554159 0.16 -0.15 -0.36
H -1.474374 3.484486 2.798433 -0.49 -0.32 0.10
H -0.929187 3.477122 1.194091 -0.34 0.04 -0.45
H -1.704889 4.912726 1.916298 0.11 -0.01 -0.45
N 3.458779 2.475340 3.520970 -0.04 0.83 -0.67
C 4.496475 2.845952 2.697944 0.00 -0.97 0.73
C 5.599354 2.912256 3.512093 1.03 0.72 -1.06
C 5.224273 2.729543 4.847074 -0.65 -0.29 0.16
C 3.865206 2.482824 4.820479 -0.06 -0.46 0.26
H 2.538615 2.286714 3.150765 -0.12 0.07 0.19
H 4.381415 2.936955 1.631459 0.00 -0.05 -0.02
H 6.606338 3.112280 3.169774 -0.11 0.09 0.01
H 5.902089 2.751278 5.682388 -0.21 0.03 0.19
H 3.137860 2.291978 5.594347 0.17 -0.04 0.10
N -0.870825 0.882408 3.957894 0.10 -0.06 0.68
C -1.231290 1.229641 5.233260 -0.16 -0.33 -0.15
C -1.977223 0.195211 5.746877 -0.24 0.44 0.15
C -2.102131 -0.787915 4.735744 -0.10 -0.16 0.15
C -1.355402 -0.373215 3.668594 -0.08 1.03 -0.65
H -0.331214 1.483423 3.353160 0.09 -0.38 -0.27
H -0.979666 2.189339 5.651579 0.11 -0.02 0.02
H -2.445490 0.180069 6.718363 0.02 0.00 -0.02
H -2.778069 -1.626851 4.771475 0.31 -0.26 0.00
H -1.210865 -0.730651 2.664566 0.00 -0.29 0.10
N 4.452096 -0.984755 -1.816765 -0.36 0.57 0.46
C 3.156089 -1.451707 -1.916166 1.56 -0.44 -0.69
C 3.193805 -2.330202 -2.981434 -1.99 0.24 -0.34
C 4.430067 -2.260681 -3.633893 0.84 0.03 1.23
C 5.222561 -1.462268 -2.819891 0.02 -0.43 -1.59
H 4.734890 -0.298947 -1.138320 -0.03 0.01 0.02
H 2.389915 -1.005036 -1.320398 -0.08 -0.49 0.16
H 2.327659 -2.862564 -3.352652 0.05 0.05 0.03
H 4.732884 -2.783805 -4.523544 0.07 -0.04 0.02
H 6.243410 -1.196102 -3.042713 0.03 0.26 0.58
```
Positions in Å, forces in eV/Å.

Here are the Löwdin charges for atoms 1 to 8, given in e: number 1, C, carries -0.074; number 2, O, carries -0.214; number 3, C, carries -0.207; number 4, C, carries -0.085; number 5, N, carries 0.066; number 6, H, carries 0.096; number 7, H, carries 0.171; number 8, C, carries -0.096

Below is C28H36MoN4O3STe as an isolated structure, with properties calculated with ωB97M-V/def2-TZVPD.

Summary:
**ΔE to the lowest compared entry with this formula, charge and spin**: 2.4 kcal/mol
**Gap between HOMO and LUMO**: 7.23 eV
**DFT total energy**: -2267.73609 Eh

```
74
Properties=species:S:1:pos:R:3:forces:R:3
Mo 0.530147 0.550460 -0.402594 -0.46 -0.05 -0.44
C 2.600874 -2.978828 -1.838884 -0.04 0.07 0.04
C 1.723303 -1.777316 -2.019584 -0.09 -0.16 -0.26
O 1.677429 -0.987601 -1.017004 0.10 0.16 0.12
C 1.026270 -1.548255 -3.188242 0.08 0.01 0.12
C 0.155608 -0.463875 -3.373929 -0.05 0.09 0.05
C -0.514469 -0.319235 -4.707203 -0.01 -0.01 0.00
N -0.111343 0.438527 -2.433361 0.11 -0.19 0.32
N -1.015139 1.413420 -2.837889 -0.21 0.23 -0.10
C -1.199871 2.279976 -1.901220 0.07 -0.12 -0.11
O -0.560584 2.214373 -0.766304 0.23 -0.10 0.06
C -2.138420 3.406737 -2.089553 -0.06 0.06 0.05
C -2.386469 4.270599 -1.026589 0.05 -0.04 -0.02
C -3.270380 5.327146 -1.180502 -0.02 0.03 0.00
C -3.910520 5.528338 -2.394375 0.02 -0.01 0.01
C -3.663654 4.667799 -3.457024 -0.01 0.01 -0.01
C -2.783302 3.610303 -3.307041 0.03 -0.04 -0.02
H 3.573715 -2.658602 -1.465696 0.01 -0.03 0.00
H 2.717186 -3.544810 -2.759671 -0.01 0.02 -0.02
H 2.160194 -3.619612 -1.073049 0.02 0.01 0.02
H 1.153267 -2.234792 -4.010467 0.00 -0.01 0.00
H -0.181334 -1.097783 -5.388484 0.01 -0.01 0.02
H -0.303447 0.662670 -5.128520 0.00 -0.01 -0.01
H -1.595667 -0.373826 -4.581298 0.00 0.01 -0.02
H -1.881233 4.102590 -0.085506 0.00 0.00 0.00
H -3.460045 5.994152 -0.349464 0.00 0.00 0.00
H -4.600762 6.353559 -2.513334 0.00 0.00 -0.01
H -4.161669 4.823979 -4.405218 0.00 -0.01 0.00
H -2.583513 2.931866 -4.125322 -0.01 0.00 0.00
C 3.933775 -1.398213 5.669365 -0.01 -0.02 0.03
C 2.538982 -0.830752 5.896262 0.00 -0.01 -0.01
C 1.677490 -0.859931 4.638340 0.00 0.13 0.07
N 1.302431 -2.208828 4.252376 0.00 -0.15 -0.14
C 1.811089 -2.893670 3.221164 -0.03 0.16 0.10
S 2.908875 -2.295028 2.135361 0.13 -0.04 -0.14
N 1.317463 -4.183125 3.030593 0.01 -0.07 0.05
C 0.655460 -5.070919 3.869224 -0.16 0.07 -0.03
O 0.016961 -5.982998 3.394974 0.05 -0.03 0.00
C 0.800779 -4.900972 5.346386 0.03 -0.02 0.10
C -0.320556 -5.056880 6.154820 0.03 -0.02 -0.08
C -0.200752 -4.933396 7.530313 -0.01 0.01 0.03
C 1.039847 -4.680848 8.099338 -0.01 0.00 0.00
C 2.164184 -4.553185 7.294398 0.03 0.01 0.01
C 2.045042 -4.654358 5.918790 0.00 -0.02 -0.04
H 4.516774 -1.387620 6.591137 0.00 -0.01 0.00
H 4.470308 -0.818477 4.917497 0.01 -0.01 -0.01
H 3.886012 -2.427248 5.309931 0.02 0.02 0.00
H 2.608371 0.205864 6.235817 -0.01 0.01 -0.02
H 2.029042 -1.383998 6.691729 0.00 0.00 0.01
H 2.202914 -0.414428 3.794979 -0.02 0.00 -0.01
H 0.754375 -0.297553 4.793917 0.01 0.00 -0.01
H 0.584331 -2.649240 4.803953 -0.01 0.00 0.02
H 1.423479 -4.517908 2.083636 0.01 0.02 0.01
H -1.274634 -5.278656 5.694332 0.00 0.00 0.00
H -1.073697 -5.041676 8.160248 0.00 0.00 -0.01
H 1.132722 -4.589963 9.173728 0.00 0.00 0.00
H 3.133633 -4.370262 7.739165 0.00 0.00 0.00
H 2.915987 -4.546724 5.283216 -0.01 -0.01 0.01
Te -0.638332 -0.407033 1.502043 -0.13 -0.11 0.06
C 2.406702 2.961816 -1.795792 0.03 -0.07 0.00
C 3.032093 2.267923 -0.579184 0.04 0.15 -0.06
C 3.666111 3.329887 0.327638 -0.06 -0.05 0.02
C 4.110622 1.277559 -1.040274 0.01 0.01 0.03
C 1.999476 1.491082 0.206146 0.27 0.23 0.23
H 3.170834 3.531021 -2.329326 0.00 -0.01 -0.01
H 1.613522 3.643515 -1.488422 0.00 0.01 -0.01
H 1.979227 2.238557 -2.496001 0.00 0.00 0.01
H 4.416987 3.898823 -0.224091 0.00 0.00 -0.01
H 4.152545 2.865985 1.187998 0.00 0.00 0.00
H 2.909386 4.026846 0.692253 0.01 0.01 0.01
H 4.923779 1.821489 -1.526454 0.01 0.00 0.00
H 3.701998 0.558059 -1.750328 0.00 -0.01 0.01
H 4.520342 0.725138 -0.192609 0.02 -0.02 -0.01
H 2.183763 1.418249 1.280600 0.03 -0.08 -0.01
```
Positions in Å, forces in eV/Å.

Here are the Löwdin charges for atoms 1 to 8, given in e: number 1, Mo, carries 1.084; number 2, C, carries -0.005; number 3, C, carries -0.433; number 4, O, carries -0.266; number 5, C, carries -0.014; number 6, C, carries -0.294; number 7, C, carries -0.032; number 8, N, carries -0.098